No. 1
133
Properties=species:S:1:pos:R:3:forces:R:3 method="wB97M-V/def2-TZVPD" lumo_energy_ev=0.04 homo_energy_ev=-7.9 total_charge=0 energy_ev=-261564.9770
C 1.426 6.374 0.949 -0.166 0.677 0.668
B 1.794 4.941 0.237 1.940 1.172 -1.617
O 2.783 5.119 -0.887 -0.874 0.142 3.777
C 1.178 3.431 0.666 0.406 0.714 0.252
C -0.358 3.729 1.088 0.017 -0.313 2.294
C -1.474 4.257 0.091 -3.285 -0.374 1.985
C -2.774 3.196 0.179 -0.786 1.271 0.020
Br -1.180 4.609 -1.820 0.496 0.015 0.738
C 1.411 2.451 -0.617 -1.347 1.658 -2.496
P 0.103 1.070 -0.940 -3.256 -5.347 0.694
O -0.826 0.667 0.237 2.241 1.845 -2.773
O -0.873 1.366 -2.396 1.258 -0.841 2.662
O 0.933 -0.447 -1.384 -1.780 2.272 1.221
O 2.644 1.753 -0.812 0.591 0.734 1.469
S 4.022 2.104 -0.020 8.159 -3.292 -2.857
O 4.929 3.028 -0.866 -4.370 -1.802 3.067
O 4.862 0.769 0.120 -4.158 4.557 0.004
C 3.629 2.669 1.709 -0.412 0.483 2.048
C 4.640 3.889 2.057 1.722 0.836 0.424
N 6.088 3.361 1.917 -0.748 0.506 1.115
C 2.011 2.890 2.020 0.088 0.328 -0.266
C 1.938 3.798 3.350 1.220 0.423 1.980
C 0.684 3.747 4.365 -2.938 -0.142 2.813
C -0.135 5.201 4.617 0.465 -0.794 -1.417
N 0.200 2.724 5.138 1.902 3.538 -3.328
P 1.403 1.128 2.592 0.095 -0.792 1.207
S 2.170 -0.374 1.680 0.331 0.070 -0.714
H 2.372 7.085 1.022 -1.900 -1.420 -0.275
H 0.977 6.304 2.025 0.687 0.200 -2.062
H 0.638 6.916 0.259 1.498 -1.016 1.308
H 3.484 5.780 -0.546 -1.808 -1.364 -1.160
H -0.802 2.791 1.682 0.993 1.916 -1.717
H -0.320 4.554 1.956 0.224 -1.738 -2.043
H -1.963 5.268 0.513 1.564 -2.229 -0.982
H -2.957 2.848 1.303 0.687 0.582 -2.522
H -2.681 2.308 -0.578 -0.101 1.733 1.740
H -3.730 3.861 -0.085 2.015 -1.590 0.327
H 1.293 3.143 -1.590 0.191 -1.355 2.149
H -1.715 0.802 -2.359 1.889 0.927 0.342
H 0.653 -1.154 -0.712 0.508 1.853 -0.901
H 3.948 1.777 2.439 -0.513 1.623 -2.076
H 4.621 4.296 3.163 -1.019 -0.987 -2.124
H 4.584 4.828 1.357 -0.275 -1.997 1.108
H 6.123 2.431 2.388 0.163 1.037 -0.434
H 6.734 4.023 2.444 -1.206 -1.264 -0.860
H 2.831 3.406 4.050 -1.915 0.703 -1.571
H 2.214 4.951 3.202 -0.798 -2.654 0.009
H -1.103 5.104 3.938 1.872 0.348 1.675
H -0.416 5.342 5.754 0.689 -0.328 -2.433
H 0.471 6.111 4.185 -1.097 -1.669 1.126
H -0.628 3.107 5.653 0.998 -0.291 -0.477
H 1.874 1.042 3.985 -0.627 0.736 -1.137
H -0.035 1.029 2.692 0.906 0.676 -0.035
C 1.974 -3.095 5.778 0.144 0.080 0.017
S 0.603 -3.122 4.597 -0.200 0.456 0.018
O 0.651 -1.839 3.822 -0.145 -0.588 0.631
C -0.708 -2.963 5.834 -0.082 0.136 0.051
H 2.913 -3.146 5.221 -0.184 0.004 -0.026
H 1.947 -2.171 6.360 -0.079 -0.038 -0.100
H 1.901 -3.959 6.442 -0.049 0.033 -0.090
H -0.567 -2.047 6.412 0.166 -0.025 -0.085
H -0.692 -3.832 6.496 0.019 0.012 -0.104
H -1.670 -2.921 5.317 0.217 -0.136 -0.062
C 4.203 -2.160 -4.270 0.076 0.153 -0.292
S 2.623 -2.900 -4.748 0.215 0.265 0.035
O 2.650 -3.097 -6.235 -0.115 0.202 0.176
C 1.623 -1.430 -4.412 0.042 -0.022 -0.053
H 4.995 -2.895 -4.434 -0.411 0.108 0.079
H 4.400 -1.273 -4.878 -0.225 -0.014 -0.029
H 4.175 -1.891 -3.211 -0.031 -0.126 -0.081
H 1.981 -0.589 -5.011 0.066 -0.093 0.004
H 1.680 -1.185 -3.349 -0.010 -0.067 -0.136
H 0.585 -1.648 -4.677 0.107 -0.069 0.022
C -3.769 8.025 4.673 -0.003 0.050 -0.116
S -3.351 6.290 4.969 -0.231 0.034 -0.236
O -3.050 5.666 3.638 -0.402 0.281 0.310
C -5.019 5.777 5.446 -0.070 -0.079 -0.068
H -2.873 8.544 4.323 -0.064 -0.173 0.067
H -4.549 8.097 3.912 0.078 -0.106 0.053
H -4.110 8.482 5.605 0.059 -0.100 -0.033
H -5.721 5.990 4.637 0.140 0.007 0.010
H -5.318 6.309 6.353 0.109 -0.023 -0.066
H -5.009 4.703 5.645 0.116 0.152 -0.049
C -3.682 -2.958 1.801 0.121 0.091 0.056
S -3.957 -4.325 2.953 0.018 -0.002 -0.199
O -3.309 -3.956 4.254 -0.013 -0.061 -0.331
C -2.864 -5.497 2.113 0.161 -0.011 0.065
H -4.245 -2.090 2.151 0.019 -0.202 0.027
H -2.618 -2.709 1.765 -0.048 -0.054 0.078
H -4.035 -3.241 0.807 -0.032 -0.046 0.130
H -1.852 -5.089 2.057 -0.087 0.048 0.050
H -3.245 -5.696 1.109 -0.048 0.059 0.118
H -2.848 -6.428 2.684 -0.093 0.175 -0.010
C -0.871 -2.670 -8.152 -0.038 -0.090 -0.002
S -1.157 -0.912 -7.833 -0.033 0.062 -0.456
O -1.959 -0.371 -8.979 0.397 -0.279 0.433
C 0.560 -0.398 -8.080 0.064 0.053 -0.008
H -1.827 -3.194 -8.089 0.041 0.190 0.010
H -0.449 -2.804 -9.151 -0.015 0.127 0.059
H -0.189 -3.071 -7.399 0.047 0.092 -0.023
H 0.892 -0.675 -9.083 -0.118 -0.021 0.070
H 1.195 -0.875 -7.330 -0.071 -0.079 -0.067
H 0.618 0.687 -7.966 -0.158 -0.131 0.000
C -6.138 -2.855 5.639 0.009 -0.057 -0.022
S -7.718 -3.595 5.161 0.134 0.078 -0.447
O -7.691 -3.792 3.674 0.015 0.250 0.691
C -8.718 -2.126 5.497 -0.093 0.097 -0.057
H -5.346 -3.590 5.474 -0.120 0.077 -0.026
H -5.941 -1.968 5.031 -0.080 -0.088 -0.016
H -6.166 -2.586 6.697 -0.073 -0.049 -0.053
H -8.360 -1.285 4.898 0.035 -0.123 -0.005
H -8.661 -1.881 6.560 0.023 -0.085 -0.068
H -9.756 -2.343 5.232 0.175 -0.070 0.010
C 7.764 -4.482 -1.303 -0.041 -0.023 0.117
S 7.134 -4.179 -2.972 -0.382 -0.179 0.144
O 5.640 -4.304 -2.919 0.870 -0.311 0.166
C 7.782 -5.706 -3.693 -0.028 -0.120 -0.031
H 7.443 -3.661 -0.657 -0.012 -0.055 -0.199
H 7.365 -5.423 -0.918 -0.031 0.072 -0.122
H 8.855 -4.518 -1.326 -0.080 0.038 -0.069
H 7.382 -6.571 -3.159 -0.031 0.129 0.006
H 8.874 -5.702 -3.636 -0.086 0.074 0.007
H 7.475 -5.754 -4.741 -0.012 0.117 0.162
C -1.469 -6.608 -9.251 0.058 -0.098 -0.002
S -3.095 -5.818 -9.189 -0.324 -0.465 0.117
O -4.062 -6.821 -8.634 0.544 0.443 -0.371
C -3.340 -5.760 -10.981 -0.036 -0.040 -0.103
H -1.127 -6.781 -8.228 -0.143 0.088 -0.106
H -1.537 -7.564 -9.776 -0.095 0.090 0.042
H -0.762 -5.950 -9.761 -0.081 0.008 0.052
H -3.291 -6.769 -11.397 0.000 0.037 0.133
H -2.571 -5.130 -11.434 -0.052 -0.011 0.099
H -4.324 -5.331 -11.183 0.134 -0.038 0.156

***

No. 2
128
Properties=species:S:1:pos:R:3:forces:R:3 method="wB97M-V/def2-TZVPD" lumo_energy_ev=-0.37 homo_energy_ev=-7.8 smiles="CC1(C)CCCC(C)(C)N1O.CC1(C)CCCC(C)(C)N1O.NC(N)=O.NC(N)=O.NC(N)=O.NC(N)=O.NC(N)=O.NC(N)=O.OCCO.OCCO" total_charge=0 energy_ev=-75663.4187
C 1.938 3.475 1.870 -0.468 -1.130 0.633
C 1.655 2.838 3.341 0.779 1.858 -0.008
C 2.295 1.461 3.393 -1.619 -1.412 -0.812
C 2.384 3.684 4.451 1.306 -1.258 -1.516
C 1.987 5.109 4.520 -0.123 -0.580 -0.030
C 0.618 4.970 5.134 0.179 2.258 0.068
C -0.399 4.064 4.403 -0.160 -1.302 0.176
C -1.315 3.554 5.593 -0.114 -0.228 -1.435
C -1.214 4.827 3.360 -0.691 1.188 0.723
N 0.230 2.819 3.731 1.000 -0.238 1.720
O -0.588 2.048 2.835 0.717 1.605 0.911
H 2.931 3.219 1.502 0.397 0.489 0.484
H 1.369 2.977 1.085 -0.634 -0.354 0.192
H 1.701 4.530 1.729 0.279 0.036 0.420
H 3.266 1.333 2.914 0.142 0.559 0.227
H 2.247 0.932 4.344 0.385 0.658 0.497
H 1.624 0.811 2.833 0.010 -0.032 -0.386
H 2.241 3.226 5.430 -0.389 -0.197 0.012
H 3.456 3.559 4.303 0.224 -0.020 -0.456
H 2.748 5.639 5.093 -0.464 0.314 0.411
H 1.923 5.620 3.559 0.103 -0.208 -0.160
H 0.278 6.005 5.164 -1.047 0.014 -0.175
H 0.706 4.778 6.204 0.084 -0.763 -0.103
H -2.059 2.886 5.159 -0.141 -0.110 0.111
H -1.843 4.355 6.111 0.090 0.264 -0.207
H -0.751 2.999 6.342 0.243 0.022 -0.248
H -2.153 4.333 3.111 0.276 -0.292 -0.340
H -0.714 5.247 2.488 0.460 -0.858 -0.284
H -1.533 5.774 3.797 -0.255 0.028 0.513
H -0.559 2.636 2.077 -0.579 -0.259 -0.890
C 0.678 -0.887 -6.571 1.494 -0.599 0.063
C -0.200 -1.293 -5.413 -1.481 1.331 0.163
C 0.467 -1.059 -4.027 0.573 -1.082 -1.129
C -1.380 -0.239 -5.548 0.114 -1.596 0.332
C -2.672 -0.710 -4.856 -0.801 0.884 -1.206
C -3.160 -2.190 -5.225 1.996 1.806 1.062
C -1.937 -3.105 -5.004 -0.410 -1.770 1.976
C -1.761 -3.369 -3.444 -1.588 0.395 0.297
C -2.328 -4.471 -5.556 1.005 -1.649 -0.482
N -0.714 -2.650 -5.660 -1.262 1.824 -0.981
O 0.330 -3.575 -5.644 0.173 -0.478 0.595
H 1.509 -1.559 -6.785 -0.110 -0.625 0.035
H 0.074 -0.804 -7.475 0.298 0.341 0.022
H 1.270 -0.017 -6.284 -0.615 0.658 -0.394
H 1.269 -0.328 -4.127 -0.544 0.341 -0.032
H -0.235 -0.824 -3.226 0.228 -0.035 -0.044
H 1.031 -1.973 -3.843 -0.171 -0.205 0.605
H -0.979 0.656 -5.071 -0.268 0.175 0.024
H -1.562 0.011 -6.593 -0.022 -0.238 -0.054
H -2.555 -0.345 -3.835 -0.164 -1.402 0.687
H -3.433 0.011 -5.155 -0.346 -0.061 -0.397
H -3.544 -2.349 -6.233 0.402 0.703 -0.332
H -4.005 -2.490 -4.605 0.326 -0.088 0.403
H -1.043 -4.112 -3.095 0.401 0.293 -0.532
H -2.713 -3.744 -3.069 -0.376 -0.776 -0.460
H -1.807 -2.511 -2.774 1.072 0.628 -0.380
H -1.704 -5.244 -5.107 0.248 0.006 0.138
H -2.123 -4.615 -6.617 -0.101 0.535 -0.248
H -3.327 -4.874 -5.387 -0.322 0.838 0.273
H 0.592 -3.597 -6.568 0.074 -0.255 -0.089
N -4.120 -2.800 0.848 4.186 -2.123 2.966
C -5.223 -2.816 0.142 1.785 -0.452 1.583
N -5.369 -1.626 -0.296 -3.488 4.828 -3.335
O -5.900 -3.775 -0.010 -2.394 -2.681 -1.072
H -3.771 -1.995 1.349 -0.050 -0.207 -0.252
H -3.775 -3.706 1.129 -0.004 0.326 0.346
H -6.230 -1.516 -0.812 0.236 0.695 -0.109
H -4.710 -0.869 -0.191 -0.181 -0.203 -0.017
N 2.662 0.756 -2.189 -3.997 -0.503 -0.755
C 3.897 0.994 -1.876 -1.430 -0.024 -1.593
N 4.037 1.233 -0.604 1.028 0.816 3.193
O 4.703 1.013 -2.730 4.932 0.129 -2.834
H 1.968 0.799 -1.457 -0.640 -0.537 -0.704
H 2.439 0.511 -3.143 0.055 0.247 0.575
H 4.991 1.154 -0.284 -0.627 0.051 0.668
H 3.174 0.972 -0.148 0.905 -0.007 1.348
N 4.634 -1.056 3.552 -1.345 0.072 3.611
C 4.695 -0.980 2.254 1.174 -0.806 0.432
N 5.712 -0.280 1.882 2.598 2.791 -2.556
O 4.084 -1.709 1.549 -2.438 -1.759 -2.850
H 4.403 -2.022 3.736 0.190 0.291 1.283
H 5.407 -0.540 3.948 -0.448 -1.037 1.224
H 6.017 -0.466 0.938 0.359 0.694 0.158
H 6.208 0.258 2.579 0.392 -0.031 -0.959
N 0.216 -3.184 2.986 4.441 -2.935 -2.477
C -0.791 -2.676 3.626 0.249 -0.838 -2.205
N -0.435 -2.374 4.796 1.272 2.286 8.521
O -1.812 -2.489 3.065 -4.682 0.988 -1.412
H 1.109 -3.234 3.455 -0.126 -0.257 -0.311
H 0.139 -3.772 2.169 -0.276 0.201 0.037
H -0.940 -1.899 5.531 -0.901 0.154 -0.941
H 0.391 -2.713 5.268 0.082 -0.285 -0.861
N -0.796 -1.347 0.558 -5.897 -1.225 -2.003
C 0.294 -0.728 0.401 3.391 0.686 0.806
N 1.092 -0.962 1.396 4.275 -0.503 3.499
O 0.623 0.001 -0.498 -0.285 2.163 -2.411
H -1.428 -0.784 0.007 -1.362 -0.941 0.051
H -1.109 -1.805 1.402 -0.128 0.292 0.040
H 2.046 -0.634 1.341 -0.166 -0.074 -0.372
H 1.053 -1.879 1.818 -0.198 0.370 0.012
N -5.439 0.178 2.869 -2.963 -0.147 0.788
C -4.198 0.317 2.578 2.505 -0.153 1.473
N -3.323 0.112 3.554 1.159 -0.236 2.125
O -3.758 0.604 1.520 0.951 0.967 -5.155
H -5.571 -0.132 3.821 -1.483 -0.005 -0.661
H -6.021 0.312 2.054 -0.862 -0.324 0.858
H -2.390 -0.026 3.193 0.023 0.019 0.693
H -3.627 -0.192 4.468 0.598 -0.153 -0.242
O 1.913 -5.461 -1.081 -0.704 0.696 -0.400
C 1.616 -4.080 -1.462 -0.029 -2.186 -0.129
C 2.504 -3.206 -0.654 0.574 1.122 -1.388
O 2.418 -3.504 0.719 -1.001 -0.900 -0.155
H 1.856 -5.456 -0.122 0.107 -0.128 0.191
H 1.832 -4.065 -2.531 0.368 0.424 0.047
H 0.549 -3.858 -1.426 -0.172 -0.001 0.637
H 2.279 -2.186 -0.968 -0.398 0.582 0.753
H 3.490 -3.316 -1.105 0.552 -0.465 0.663
H 3.008 -2.971 1.257 0.423 0.391 -0.411
O 0.106 5.255 -3.316 -0.899 -0.079 1.447
C 0.291 4.152 -2.400 0.759 -1.970 -1.159
C -0.630 2.969 -2.754 0.699 0.125 -0.733
O -2.000 3.267 -2.701 -0.171 0.120 0.048
H 0.361 6.020 -2.796 -0.079 0.377 -0.301
H 1.292 3.837 -2.695 0.277 -0.587 0.687
H 0.266 4.243 -1.314 -0.253 1.268 -0.018
H -0.463 2.060 -2.178 0.187 0.361 0.648
H -0.318 2.650 -3.749 -0.251 0.079 -0.549
H -2.133 3.968 -3.344 -0.218 0.201 -0.039